Density functional theory data (ωB97M-V/def2-TZVPD) for a 3-piece molecular cluster, C3H10IN2O3 overall.

Results
LUMO level (spin up / spin down)	0.3 / -4.3	eV
multiplicity	2
expectation value of S²	0.753
charge	0
HOMO-LUMO gap (spin up / spin down)	0.3702 / 0.2034	hartree

XYZ file:
```
19
Properties=species:S:1:pos:R:3:forces:R:3:mulliken_spin:R:1
I 0.29765 -1.06121 1.66745 -0.1 -0.1 0.4 1.018
C 2.05073 -1.50665 -2.27310 -0.9 -1.2 1.7 0.003
C 2.62997 -2.76242 -1.44711 -1.1 1.3 -1.0 0.000
O 1.50769 -3.53560 -0.92907 1.4 0.3 -0.6 0.002
O 1.56436 -0.42706 -1.40555 1.4 0.0 -1.6 0.009
H 1.20804 -1.88884 -2.84923 -0.4 -0.4 0.4 0.001
H 2.64563 -1.15783 -3.11721 0.8 0.7 0.9 0.000
H 3.35237 -2.48681 -0.67880 -0.4 0.5 0.4 0.001
H 3.26252 -3.35813 -2.10523 -0.7 -0.5 -0.3 0.000
H 1.10813 -3.02145 -0.22367 0.0 0.0 0.1 -0.008
H 1.10510 -0.69054 -0.60476 0.0 -0.7 -0.4 -0.021
C -2.58116 2.79673 1.24351 0.6 1.8 0.5 -0.002
O -2.40561 3.13789 0.14002 0.9 0.3 -5.8 0.000
N -1.97266 1.85338 1.87443 2.7 -5.0 1.8 0.005
N -3.23688 3.57908 2.04566 -3.0 2.0 3.2 0.000
H -1.28828 1.30311 1.37552 -0.3 0.2 0.0 -0.010
H -1.90940 1.79882 2.88098 -0.1 0.2 -0.3 0.000
H -3.64581 3.07109 2.81690 -0.5 0.9 0.2 0.000
H -3.69240 4.35645 1.58926 -0.3 -0.3 0.4 0.000
```
Positions in Å, forces in eV/Å.